Record 1
The following is a DFT calculation (ωB97M-V/def2-TZVPD) of C7H10 in the gas phase.

Properties
- multiplicity = 1
- relative energy (zero: lowest compared OMol25 entry of this formula, charge and spin) (kJ/mol) = 331.0
- E_HOMO (eV) = -9.066
- E_tot (eV) = -7417.6041

Atoms and positions in Å:
C (-1.89595, 0.81167, 0.02470)
C (-0.92133, 0.00508, 0.89301)
C (0.29135, -0.50913, 0.14149)
C (1.54706, 0.33492, 0.11551)
C (1.52222, -0.96488, 0.87250)
C (0.03562, -0.95965, -1.22596)
C (0.19365, -0.55355, -2.35163)
H (-1.40487, 1.64736, -0.48993)
H (-2.68932, 1.22538, 0.65495)
H (-2.36656, 0.19178, -0.74895)
H (-0.53809, 0.63778, 1.70610)
H (-1.45681, -0.84448, 1.33814)
H (2.08535, 0.35362, -0.82932)
H (1.54851, 1.28448, 0.64025)
H (1.47324, -0.91496, 1.95699)
H (2.08494, -1.80518, 0.47039)
H (0.49100, 0.05977, -3.16826)

Record 2
The following is a DFT calculation (ωB97M-V/def2-TZVPD) of a molecular structure, C7H10.

Properties
- multiplicity = 1
- relative energy (zero: lowest compared OMol25 entry of this formula, charge and spin) (kJ/mol) = 464.2
- E_HOMO (eV) = -8.186
- E_tot (eV) = -7416.2240

Atoms and positions in Å:
C (1.58740, -1.14185, -0.15034)
C (0.31965, -0.33176, -0.02146)
C (-1.05799, -1.01191, -0.14682)
C (-1.65574, 0.13818, -0.98230)
C (-0.78233, 1.49932, 0.18191)
C (0.19542, 0.73497, 1.08070)
C (-0.27262, 0.69095, -1.05052)
H (1.70319, -1.81448, 0.70905)
H (1.57334, -1.75826, -1.05725)
H (2.47404, -0.49820, -0.19337)
H (-1.56513, -1.38994, 0.75077)
H (-1.01550, -1.81627, -0.89422)
H (-1.86430, 1.19850, 0.31481)
H (-0.81580, 2.58403, 0.09643)
H (-0.15042, 0.41788, 2.07195)
H (1.13340, 1.29219, 1.18086)
H (0.19339, 1.20665, -1.89018)

Record 3
The following is a DFT calculation (ωB97M-V/def2-TZVPD) of 2 unconnected molecules or ions with the total composition C7H10.

Properties
- multiplicity = 1
- relative energy (zero: lowest compared OMol25 entry of this formula, charge and spin) (kJ/mol) = 216.1
- E_HOMO (eV) = -8.106
- E_tot (eV) = -7418.7954

Atoms and positions in Å:
C (1.13792, 0.70245, 0.82585)
C (2.36942, 0.74892, 0.31461)
C (0.02844, -0.09193, 0.29591)
C (-1.03380, -0.67141, 1.19436)
C (-1.93986, -1.39743, 0.24527)
C (-1.46287, -1.26744, -1.00433)
C (-0.24188, -0.45564, -0.97680)
H (0.72193, 2.43285, -1.42677)
H (0.92213, 1.27453, 1.72985)
H (3.14739, 1.35517, 0.76972)
H (2.64196, 0.16255, -0.55981)
H (-0.58226, -1.35841, 1.92477)
H (-1.55425, 0.10343, 1.77425)
H (-2.82719, -1.93995, 0.55145)
H (-1.90049, -1.68660, -1.90488)
H (0.33377, -0.18026, -1.85515)
H (0.21830, 2.31293, -1.96113)

Record 4
The following is a DFT calculation (ωB97M-V/def2-TZVPD) of C7H10 in the gas phase.

Properties
- multiplicity = 1
- relative energy (zero: lowest compared OMol25 entry of this formula, charge and spin) (kJ/mol) = 257.1
- E_HOMO (eV) = -8.940
- E_tot (eV) = -7418.3705

Atoms and positions in Å:
C (1.32396, -0.29416, 1.12392)
C (1.29363, 0.72169, 0.03590)
C (1.17722, -0.75993, -0.29918)
C (-0.18018, -0.48565, -0.99290)
C (-1.47334, -0.74519, -0.19318)
C (-1.38775, 0.70606, 0.36941)
C (-0.12480, 0.97731, -0.50105)
H (2.32060, -0.43646, 1.53313)
H (0.54388, -0.39982, 1.87828)
H (2.15485, 1.31362, -0.25555)
H (1.94252, -1.39775, -0.72276)
H (-0.15182, -0.70197, -2.06661)
H (-1.39117, -1.55145, 0.54272)
H (-2.35872, -0.91441, -0.81829)
H (-2.24330, 1.32537, 0.08195)
H (-1.26517, 0.80737, 1.45198)
H (-0.18041, 1.83536, -1.16776)

Record 5
The following is a DFT calculation (ωB97M-V/def2-TZVPD) of a molecular structure, C7H10.

Properties
- multiplicity = 1
- relative energy (zero: lowest compared OMol25 entry of this formula, charge and spin) (kJ/mol) = 380.9
- E_HOMO (eV) = -7.873
- E_tot (eV) = -7417.0874

Atoms and positions in Å:
C (-1.80500, 0.61738, -0.24412)
C (-1.29440, -0.73879, -0.63002)
C (0.16759, -0.80749, -0.82383)
C (1.05943, 0.44964, -0.91871)
C (1.32290, 0.82513, 0.51745)
C (0.88096, -0.09599, 1.37224)
C (0.15830, -1.21979, 0.68922)
H (-2.10628, 1.01004, -1.22841)
H (-2.71721, 0.56888, 0.35880)
H (-1.11202, 1.34868, 0.19938)
H (-0.92099, -1.29961, 0.99313)
H (0.48827, -1.62104, -1.47920)
H (0.57673, 1.25768, -1.48445)
H (2.00093, 0.22709, -1.43713)
H (1.80849, 1.75650, 0.80077)
H (0.97067, -0.04267, 2.45335)
H (0.52163, -2.23561, 0.86154)

Record 6
The following is a DFT calculation (ωB97M-V/def2-TZVPD) of C7H10 in the gas phase.

Properties
- multiplicity = 1
- relative energy (zero: lowest compared OMol25 entry of this formula, charge and spin) (kJ/mol) = 245.0
- E_HOMO (eV) = -9.864
- E_tot (eV) = -7418.4954

Atoms and positions in Å:
C (-1.48762, 1.10729, 0.39402)
C (-1.28114, -0.37292, 0.12747)
C (-1.04235, -0.90126, -1.26266)
C (0.06560, -0.93301, -0.24978)
C (1.27764, -0.05266, -0.48911)
C (2.06960, 0.23205, 0.71370)
C (2.75715, 0.43694, 1.68118)
H (-2.13103, 1.57735, -0.35712)
H (-1.95533, 1.25856, 1.37093)
H (-0.53754, 1.65023, 0.41149)
H (-1.87525, -1.02906, 0.75995)
H (-1.50581, -1.83658, -1.56593)
H (-0.95437, -0.16775, -2.06357)
H (0.31879, -1.90161, 0.17555)
H (0.98303, 0.89049, -0.96534)
H (1.92001, -0.56775, -1.21285)
H (3.37859, 0.60969, 2.53206)

Record 7
The following is a DFT calculation (ωB97M-V/def2-TZVPD) of C7H10 in the gas phase.

Properties
- multiplicity = 1
- relative energy (zero: lowest compared OMol25 entry of this formula, charge and spin) (kJ/mol) = 246.7
- E_HOMO (eV) = -9.063
- E_tot (eV) = -7418.4777

Atoms and positions in Å:
C (1.28883, -0.32873, 1.08048)
C (1.27501, 0.74655, 0.04729)
C (1.22421, -0.71498, -0.36986)
C (-0.17112, -0.51541, -0.98424)
C (-1.39522, -0.76493, -0.06994)
C (-1.40938, 0.74662, 0.30253)
C (-0.13000, 0.97447, -0.55200)
H (2.25252, -0.50980, 1.54982)
H (0.44413, -0.44559, 1.75452)
H (2.10134, 1.44015, -0.07448)
H (2.01230, -1.30790, -0.82360)
H (-0.25978, -0.81015, -2.03311)
H (-1.19871, -1.44997, 0.76132)
H (-2.29098, -1.11621, -0.59117)
H (-2.29022, 1.25460, -0.10653)
H (-1.33840, 0.99415, 1.36603)
H (-0.11452, 1.80713, -1.25705)

Record 8
The following is a DFT calculation (ωB97M-V/def2-TZVPD) of C7H10 in the gas phase.

Properties
- multiplicity = 1
- relative energy (zero: lowest compared OMol25 entry of this formula, charge and spin) (kJ/mol) = 389.3
- E_HOMO (eV) = -8.192
- E_tot (eV) = -7416.9996

Atoms and positions in Å:
C (-0.07449, 0.38067, -0.24803)
C (-1.13932, 0.60971, 0.41743)
C (-1.86517, 0.31042, 1.43239)
C (1.15937, 0.11851, -0.64311)
C (-0.92400, -0.29541, 2.45672)
C (1.68341, 0.42620, -2.01727)
C (2.13813, -0.45469, 0.36832)
H (-2.81855, 0.61316, 1.78619)
H (0.06167, 0.14880, 2.41664)
H (-0.90290, -1.34638, 2.44647)
H (-1.21949, -0.17644, 3.49064)
H (1.53294, 1.58794, -2.22321)
H (1.16561, -0.10458, -2.80539)
H (2.82276, 0.17228, -2.01248)
H (3.06326, -0.86554, 0.04887)
H (1.59700, -1.21527, 0.86089)
H (2.41733, 0.16301, 1.13104)

Record 9
The following is a DFT calculation (ωB97M-V/def2-TZVPD) of a molecular structure, C7H10.

Properties
- multiplicity = 1
- relative energy (zero: lowest compared OMol25 entry of this formula, charge and spin) (kJ/mol) = 435.2
- E_HOMO (eV) = -7.303
- E_tot (eV) = -7416.5241

Atoms and positions in Å:
C (-2.54109, -0.01686, 0.08370)
C (-1.44335, -0.42260, -0.56784)
C (0.35516, -0.63273, 1.35434)
C (0.89571, -1.36183, -0.67515)
C (-0.32808, -1.04374, 0.02676)
C (1.36401, -0.20971, 0.29139)
C (1.46997, 1.21154, -0.19473)
H (-3.44766, 0.45162, -0.27682)
H (-2.68057, -0.58024, 0.99262)
H (-1.29710, -0.20457, -1.55460)
H (0.00127, 0.33620, 1.95078)
H (0.74424, -1.38468, 2.04688)
H (1.32637, -2.34033, -0.41138)
H (0.96382, -1.18602, -1.69427)
H (2.25537, 1.53131, 0.44597)
H (0.54201, 1.71336, -0.18542)
H (1.97444, 1.10495, -1.20123)

Record 10
The following is a DFT calculation (ωB97M-V/def2-TZVPD) of a molecular structure, C7H10.

Properties
- multiplicity = 1
- relative energy (zero: lowest compared OMol25 entry of this formula, charge and spin) (kJ/mol) = 185.8
- E_HOMO (eV) = -8.738
- E_tot (eV) = -7419.1096

Atoms and positions in Å:
C (2.01517, -0.06976, 0.02515)
C (0.50500, 0.05946, 0.00914)
C (-0.42473, -0.74989, 0.96644)
C (-1.49082, -0.37371, -0.11638)
C (-0.34595, -0.56715, -1.14153)
C (-1.48462, 1.14542, 0.02531)
C (-0.19018, 1.42731, 0.16391)
H (2.47452, 0.45121, -0.82380)
H (2.45353, 0.33398, 0.94510)
H (2.30651, -1.12472, -0.04642)
H (-0.55265, -0.33634, 1.97251)
H (-0.18399, -1.81856, 1.00478)
H (-2.44859, -0.88994, -0.18763)
H (-0.41634, -0.02821, -2.09206)
H (-0.09880, -1.62216, -1.31205)
H (-2.33653, 1.81520, 0.05585)
H (0.21846, 2.34786, 0.55166)